(1)
The following is a quantum chemistry calculation of C26H28AsF3N4O4ReS2 as an isolated structure, from OMol25.

```
! RIJCOSX wB97M-V def2-TZVPD def2/J DEFGRID3
* xyz 0 2
Re -0.019 0.240 0.833
O -0.937 -3.236 -1.060
C -0.382 -2.374 -0.449
O -0.882 -1.152 -0.228
C 0.927 -2.516 0.283
C 1.776 -3.605 0.295
C 2.902 -3.551 1.109
C 3.136 -2.435 1.904
C 2.238 -1.387 1.836
N 1.181 -1.448 1.033
C 2.259 -0.102 2.623
O 3.083 0.192 3.440
O 1.191 0.638 2.312
H 1.549 -4.463 -0.322
H 3.592 -4.383 1.131
H 3.987 -2.365 2.565
C -1.080 1.154 4.858
C -2.259 0.934 3.915
As -1.854 -0.434 2.588
C -3.547 -0.790 1.658
C -4.771 -0.072 2.211
C -1.589 -2.050 3.656
C -2.707 -2.340 4.649
H -1.301 1.956 5.563
H -0.176 1.426 4.313
H -0.862 0.257 5.441
H -2.492 1.841 3.355
H -3.159 0.649 4.462
H -3.686 -1.873 1.674
H -3.371 -0.516 0.617
H -4.981 -0.358 3.242
H -5.652 -0.317 1.616
H -4.647 1.012 2.180
H -0.626 -1.946 4.161
H -1.480 -2.865 2.936
H -2.794 -1.548 5.394
H -2.523 -3.274 5.182
H -3.671 -2.434 4.145
F 6.744 1.942 -5.627
C 5.782 2.873 -5.450
F 6.420 4.014 -5.108
F 5.215 3.084 -6.649
C 4.791 2.457 -4.406
C 5.252 2.209 -3.117
C 4.365 1.814 -2.136
C 3.004 1.673 -2.429
C 2.554 1.934 -3.723
C 3.445 2.319 -4.709
C 2.087 1.259 -1.416
C 1.307 0.895 -0.554
H 6.304 2.321 -2.889
H 4.713 1.616 -1.131
H 1.506 1.807 -3.953
H 3.094 2.509 -5.713
S -2.979 3.901 0.129
C -1.952 2.706 0.340
N -1.200 1.803 0.483
S 0.460 -1.211 -3.486
C -1.021 -0.474 -3.301
N -1.285 0.710 -2.700
C -2.715 0.947 -2.550
C -3.343 -0.165 -3.417
N -2.187 -0.973 -3.756
H -0.615 1.126 -2.071
H -2.988 1.943 -2.896
H -3.017 0.861 -1.503
H -3.823 0.242 -4.309
H -4.083 -0.742 -2.861
H -2.208 -1.865 -4.215
*
```

* gap between HOMO and LUMO (spin up / spin down): 6.168 / 6.301 eV
* energy relative to the best compared isomer or geometry (same formula, charge and spin): 25.81 kcal/mol
* HOMO (spin up / spin down): -7.762 / -7.758 eV
* LUMO energy (spin up / spin down): -1.59 / -1.46 eV
* <S²>: 0.76
* F_max: 0.29 eV/A

Results of the Mulliken charge analysis, in e, for atoms 1 through 4: Re 1.1233; O -0.6473; C -0.0139; O -0.4008

(2)
The following is a quantum chemistry calculation of C26H28BCl5F3N10O2Y as an isolated structure at a distorted geometry, from OMol25.

```
! RIJCOSX wB97M-V def2-TZVPD def2/J DEFGRID3
* xyz 1 2
Y 0.233 0.858 -0.722
C 4.130 1.295 -0.666
C 3.570 0.009 -0.148
C 4.278 -1.110 0.300
C 3.315 -2.006 0.698
N 2.105 -1.449 0.517
N 2.259 -0.207 -0.030
B 0.685 -2.034 0.750
N 0.105 -2.318 -0.670
C -0.057 -3.523 -1.247
C -0.074 -3.359 -2.608
C 0.113 -1.989 -2.820
C 0.188 -1.332 -4.161
N 0.224 -1.356 -1.646
N -0.129 -0.953 1.595
C -0.754 -1.260 2.759
C -0.711 -0.169 3.585
C -0.039 0.823 2.848
C 0.374 2.180 3.315
N 0.287 0.354 1.652
N 0.700 -3.289 1.604
C 1.468 -3.553 2.694
C 0.891 -4.591 3.371
C -0.272 -4.904 2.633
C -1.290 -5.964 2.914
N -0.391 -4.108 1.583
H 5.211 1.217 -0.755
H 3.910 2.118 0.016
H 3.722 1.536 -1.646
H 5.347 -1.241 0.323
H 3.419 -3.010 1.072
H -0.164 -4.408 -0.644
H -0.189 -4.118 -3.364
H 0.149 -2.098 -4.932
H 1.128 -0.794 -4.280
H -0.643 -0.647 -4.331
H -1.148 -2.250 2.931
H -1.095 -0.088 4.589
H -0.464 2.725 3.752
H 0.807 2.767 2.505
H 1.131 2.076 4.094
H 2.336 -2.964 2.940
H 1.245 -5.067 4.271
H -1.050 -6.490 3.836
H -1.326 -6.694 2.104
H -2.286 -5.532 3.012
N -2.199 -0.043 -0.764
C -3.149 0.500 -1.768
C -3.632 1.922 -1.481
N -2.587 2.943 -1.365
H -2.060 -1.031 -0.952
H -2.626 0.009 0.157
H -4.044 -0.119 -1.830
H -2.655 0.463 -2.739
H -4.216 1.943 -0.564
H -4.309 2.206 -2.291
H -2.968 3.871 -1.219
H -1.925 2.935 -2.140
F -0.215 1.734 -5.541
C 0.840 2.072 -4.800
F 0.905 3.411 -4.742
F 1.941 1.616 -5.380
C 0.700 1.540 -3.358
O 1.713 1.214 -2.732
O -0.466 1.525 -2.857
Cl 1.266 3.583 -1.097
C -0.008 3.928 0.041
C -0.875 2.869 0.344
C -1.848 3.146 1.325
Cl -2.991 1.937 1.787
C -1.900 4.365 1.995
Cl -3.048 4.636 3.237
C -0.993 5.378 1.664
Cl -1.050 6.878 2.465
C -0.014 5.148 0.686
Cl 1.161 6.339 0.330
*
```

* gap between HOMO and LUMO (spin up / spin down): 8.639 / 5.308 eV
* energy relative to the best compared isomer or geometry (same formula, charge and spin): 0.00 kcal/mol
* HOMO (spin up / spin down): -11.361 / -11.359 eV
* LUMO energy (spin up / spin down): -2.72 / -6.05 eV
* <S²>: 0.77
* F_max: 1.18 eV/A

Results of the Mulliken charge analysis, in e, for atoms 1 through 4: Y -0.5520; C -1.2319; C 0.4725; C -1.7365

(3)
The following is a quantum chemistry calculation of a 2-piece molecular cluster, C26H28BN2O8 overall at a distorted geometry, from OMol25.

```
! RIJCOSX wB97M-V def2-TZVPD def2/J DEFGRID3
* xyz -1 1
C 8.718 0.603 -0.476
C 7.535 1.481 -0.475
C 7.542 2.860 -0.476
C 6.212 3.265 -0.476
C 5.444 2.129 -0.474
B 3.841 1.971 -0.476
O 3.404 1.231 0.737
C 2.011 1.041 0.760
C 1.351 1.684 -0.484
C -0.168 1.502 -0.488
C 2.018 1.041 -1.724
O 3.411 1.229 -1.690
C 1.769 3.177 -0.483
O 3.172 3.302 -0.477
O 6.244 1.027 -0.472
H 9.638 1.185 -0.477
H 8.712 -0.038 0.403
H 8.711 -0.037 -1.357
H 8.409 3.499 -0.478
H 5.836 4.274 -0.478
H 1.824 -0.036 0.788
H 1.628 1.490 1.681
H -0.617 1.960 -1.368
H -0.433 0.446 -0.490
H -0.617 1.958 0.393
H 1.829 -0.036 -1.755
H 1.643 1.491 -2.648
H 1.390 3.688 -1.373
H 1.383 3.688 0.404
C -6.400 1.440 4.939
C -5.164 2.051 4.916
C -4.514 2.265 3.718
C -5.100 1.870 2.526
C -4.385 1.988 1.216
O -4.097 0.719 0.682
C -3.627 0.820 -0.590
N -3.290 -0.378 -1.200
N -3.055 -0.384 -2.394
C -2.700 -1.611 -2.944
O -2.805 -1.835 -4.129
O -2.230 -2.531 -2.064
C -1.900 -3.722 -2.740
C -1.131 -4.654 -1.859
C 0.100 -5.177 -2.224
C 0.811 -5.956 -1.334
C 0.302 -6.221 -0.080
C -0.932 -5.723 0.277
C -1.643 -4.945 -0.609
O -3.486 1.876 -1.163
C -6.347 1.269 2.559
C -6.994 1.057 3.757
H -6.896 1.254 5.878
H -4.692 2.340 5.840
H -3.540 2.727 3.706
H -5.003 2.532 0.493
H -3.437 2.529 1.312
H -2.838 -4.183 -3.069
H -1.325 -3.449 -3.632
H 0.508 -4.964 -3.199
H 1.778 -6.341 -1.612
H 0.870 -6.810 0.622
H -1.334 -5.921 1.256
H -2.595 -4.523 -0.329
H -6.797 0.945 1.635
H -7.954 0.569 3.769
*
```

* gap between HOMO and LUMO: 4.204 eV
* energy relative to the best compared isomer or geometry (same formula, charge and spin): 0.00 kcal/mol
* HOMO: -4.061 eV
* LUMO energy: 0.14 eV
* F_max: 4.05 eV/A

Results of the Mulliken charge analysis, in e, for atoms 1 through 4: C -1.2293; C 0.2620; C -0.3449; C -0.7129

(4)
The following is a quantum chemistry calculation of a 2-piece molecular cluster, C26H28F5N4O overall at a distorted geometry, from OMol25.

```
! RIJCOSX wB97M-V def2-TZVPD def2/J DEFGRID3
* xyz 1 1
C 1.985 -4.643 1.569
N 1.778 -3.221 1.442
C 2.789 -2.335 1.702
O 3.909 -2.615 2.115
C 2.231 -0.936 1.404
C 2.876 -0.340 0.160
C 4.360 -0.175 0.316
C 5.265 -1.106 -0.200
F 4.792 -2.180 -0.884
C 6.640 -1.001 -0.002
F 7.477 -1.942 -0.482
C 7.151 0.102 0.688
F 8.480 0.239 0.856
C 6.276 1.067 1.187
F 6.765 2.153 1.819
C 4.903 0.914 0.998
F 4.067 1.851 1.528
N 0.799 -1.195 1.261
C -0.072 -0.182 1.095
C -1.443 -0.363 0.927
C -2.373 0.658 0.768
C -3.791 0.456 0.636
C -4.692 1.558 0.554
C -6.066 1.362 0.420
C -6.601 0.065 0.371
C -5.739 -1.036 0.460
C -4.364 -0.850 0.592
C 0.455 -2.633 1.258
C -0.130 -3.090 -0.087
C -0.459 -3.003 2.439
H 3.057 -4.827 1.677
H 1.456 -5.036 2.447
H 1.610 -5.164 0.679
H 2.428 -0.272 2.264
H 2.679 -1.005 -0.692
H 2.412 0.635 -0.029
H 0.380 0.819 1.112
H -1.818 -1.386 0.920
H -2.002 1.684 0.764
H -4.280 2.569 0.610
H -6.736 2.222 0.353
H -7.676 -0.089 0.266
H -6.139 -2.050 0.426
H -3.716 -1.725 0.662
H 0.606 -2.896 -0.881
H -0.345 -4.165 -0.042
H -1.053 -2.558 -0.331
H 0.051 -2.741 3.377
H -1.408 -2.463 2.400
H -0.667 -4.081 2.423
C -2.775 4.937 -1.383
C -2.093 4.122 -2.434
N -1.277 3.124 -2.247
C -0.796 2.675 -3.582
C -1.499 3.562 -4.612
N -2.313 4.400 -3.751
H -3.455 5.663 -1.839
H -3.347 4.273 -0.723
H -2.031 5.477 -0.785
H 0.292 2.801 -3.674
H -1.056 1.621 -3.751
H -0.775 4.162 -5.177
H -2.109 2.953 -5.286
H -2.872 5.178 -4.069
*
```

* gap between HOMO and LUMO: 5.604 eV
* energy relative to the best compared isomer or geometry (same formula, charge and spin): 0.00 kcal/mol
* HOMO: -10.433 eV
* LUMO energy: -4.83 eV
* F_max: 2.41 eV/A

Results of the Mulliken charge analysis, in e, for atoms 1 through 4: C -0.9783; N 0.3118; C 0.1974; O -0.6717